Density functional theory data (wB97M-V/def2-TZVPD) for a 8-piece molecular cluster, C71H156F2N8O4S2 overall at a distorted geometry.

```
243
Properties=species:S:1:pos:R:3:forces:R:3:lowdin_charge:R:1
C -32.278 4.032 -1.129 0.73 -0.30 -0.50 -0.090
C -32.838 2.653 -1.545 -0.23 0.04 0.51 -0.235
C -31.896 1.474 -1.373 0.62 0.70 0.77 -0.180
C -30.996 1.431 -2.580 0.06 -0.14 0.48 -0.170
N -30.091 0.281 -2.602 0.08 -1.97 -1.09 -0.226
C -30.948 -1.083 -2.821 1.54 2.03 -0.96 0.012
C -31.411 -0.841 -4.251 0.22 -0.41 -0.89 -0.127
C -30.156 -0.232 -4.950 0.22 -1.12 -0.14 -0.119
C -29.297 0.382 -3.891 0.97 1.13 1.38 -0.104
C -29.160 0.245 -1.459 -1.04 -0.31 0.77 -0.158
C -28.550 1.571 -1.159 0.91 0.43 -1.53 -0.255
C -27.385 1.393 -0.227 0.47 1.75 -0.07 -0.081
H -32.965 4.834 -1.433 0.11 -0.21 0.50 0.073
H -31.328 4.250 -1.652 -0.33 -0.16 -0.02 0.063
H -31.986 4.068 -0.056 -0.69 0.03 -0.54 0.084
H -33.095 2.553 -2.601 -0.43 0.85 -0.04 0.113
H -33.753 2.436 -0.983 0.09 0.22 -0.09 0.114
H -32.513 0.588 -1.328 -0.02 -0.38 0.03 0.112
H -31.307 1.539 -0.437 -0.35 -0.04 -0.31 0.123
H -30.338 2.275 -2.748 -0.35 0.53 0.39 0.128
H -31.606 1.331 -3.448 -0.32 0.26 -0.57 0.112
H -30.170 -1.844 -2.858 -0.30 -0.28 0.66 0.146
H -31.671 -1.095 -2.019 -0.02 -0.55 0.01 0.118
H -31.795 -1.723 -4.811 0.45 0.36 0.72 0.148
H -32.201 -0.107 -4.312 -0.41 -0.10 0.12 0.100
H -29.530 -0.964 -5.460 -0.39 -0.28 -0.07 0.133
H -30.431 0.476 -5.689 -0.38 0.68 -0.72 0.114
H -28.307 -0.064 -3.688 -0.64 -0.37 -0.40 0.148
H -29.042 1.457 -3.979 -0.40 -0.58 -0.48 0.136
H -28.381 -0.473 -1.664 0.09 -0.38 -0.16 0.137
H -29.734 -0.103 -0.602 0.05 -0.16 0.15 0.142
H -29.280 2.314 -0.849 0.04 -0.02 0.39 0.106
H -28.103 1.969 -2.101 -0.38 -0.14 0.43 0.128
H -26.681 0.651 -0.593 0.15 0.10 -0.05 0.091
H -27.703 1.122 0.752 -0.20 -0.32 0.92 0.068
H -26.912 2.405 -0.167 0.08 -1.04 0.19 0.101
C -27.845 11.536 -5.894 1.58 0.38 -0.42 -0.090
C -27.067 11.505 -4.572 -0.75 -0.66 0.99 -0.223
C -27.915 11.165 -3.302 -0.19 0.31 0.68 -0.178
C -28.785 9.966 -3.403 -2.53 -0.70 -0.60 -0.116
N -29.807 9.715 -2.225 -1.33 0.76 -0.89 -0.182
C -30.622 8.515 -2.722 0.88 -0.12 -0.14 -0.117
C -31.858 9.006 -3.476 -0.51 0.86 1.05 -0.117
C -31.874 10.581 -3.337 0.65 -1.78 -0.49 -0.131
C -30.943 10.809 -2.145 0.07 0.68 -0.16 -0.071
C -29.244 9.450 -0.845 0.88 1.38 -0.65 -0.132
C -28.054 8.528 -0.808 -0.79 -1.32 -1.76 -0.250
C -27.437 8.292 0.523 0.80 0.25 1.43 -0.097
H -27.961 10.505 -6.231 -0.57 0.10 -0.07 0.072
H -27.158 11.988 -6.664 -0.84 -0.26 0.70 0.104
H -28.774 12.120 -5.872 0.18 -0.32 0.03 0.081
H -26.641 12.425 -4.267 0.35 1.34 -0.30 0.095
H -26.193 10.868 -4.651 -0.06 -0.52 -0.07 0.112
H -28.602 12.019 -3.116 0.45 -0.24 -0.16 0.120
H -27.330 11.047 -2.368 0.25 0.34 -0.62 0.117
H -28.370 8.970 -3.507 0.91 0.25 0.01 0.123
H -29.493 10.038 -4.278 0.80 0.11 0.71 0.139
H -30.902 7.900 -1.865 0.12 0.18 0.02 0.130
H -29.905 7.965 -3.324 -0.37 -0.39 -0.06 0.118
H -32.671 8.601 -2.877 -0.45 0.03 -0.43 0.110
H -31.965 8.679 -4.505 0.21 -0.09 0.04 0.123
H -32.883 10.984 -3.246 0.18 -0.05 0.46 0.127
H -31.501 10.963 -4.275 0.38 0.51 -0.10 0.103
H -31.538 10.538 -1.241 0.78 0.50 -0.32 0.140
H -30.555 11.878 -2.152 -0.14 -1.59 0.50 0.149
H -30.092 9.132 -0.287 -0.52 -0.46 0.75 0.115
H -28.902 10.408 -0.452 -0.27 0.25 0.01 0.139
H -27.261 8.933 -1.451 -0.26 -0.12 -0.01 0.116
H -28.375 7.559 -1.261 0.34 0.47 0.24 0.129
H -26.666 7.525 0.424 -0.05 0.08 0.05 0.087
H -28.058 8.016 1.385 -0.38 -0.11 -0.57 0.074
H -26.927 9.207 0.832 0.14 0.01 0.07 0.084
C -29.227 9.033 10.947 1.10 -0.65 1.34 -0.076
C -29.106 8.747 12.486 -0.13 -0.98 -1.02 -0.246
C -28.571 9.853 13.302 1.31 2.36 0.27 -0.199
C -29.238 11.232 13.019 -0.92 0.23 1.34 -0.074
N -28.633 12.387 13.834 -0.38 -0.20 0.27 -0.213
C -29.341 13.746 13.641 1.19 -0.36 -1.62 -0.079
C -30.550 13.708 14.498 -1.67 -0.29 0.29 -0.156
C -30.223 12.766 15.657 1.16 0.79 0.22 -0.120
C -28.847 12.208 15.325 0.97 -0.40 0.52 -0.093
C -27.163 12.490 13.587 -0.33 -0.70 0.52 -0.175
C -26.631 12.440 12.196 0.19 -1.06 -1.18 -0.241
C -25.129 12.719 12.257 -0.27 0.40 0.74 -0.078
H -28.306 9.523 10.576 -0.47 0.12 0.20 0.062
H -30.113 9.627 10.735 0.06 -0.18 -0.33 0.072
H -29.206 8.047 10.481 -0.63 0.21 -0.39 0.061
H -28.474 7.857 12.681 -0.20 0.45 -0.31 0.124
H -30.053 8.474 12.925 -0.65 -0.18 -0.28 0.110
H -27.475 9.963 13.132 -0.67 -0.17 0.16 0.117
H -28.721 9.639 14.357 0.15 -0.15 0.09 0.113
H -30.304 11.188 13.338 0.60 0.02 -0.27 0.151
H -29.227 11.578 11.999 0.23 -0.18 -0.45 0.114
H -28.633 14.559 13.899 -0.26 -0.71 0.34 0.157
H -29.454 13.859 12.564 -0.49 0.01 -0.09 0.132
H -30.832 14.699 14.826 0.15 0.26 0.15 0.128
H -31.479 13.299 14.082 0.44 0.24 -0.78 0.123
H -30.121 13.378 16.552 -0.34 -0.53 0.35 0.134
H -30.953 11.976 15.742 -0.18 -0.03 0.36 0.119
H -27.981 12.758 15.756 -0.92 -0.14 0.11 0.152
H -28.727 11.165 15.646 0.05 0.33 -0.39 0.133
H -26.727 11.669 14.145 0.14 -0.24 0.05 0.137
H -26.881 13.352 14.138 0.50 1.06 0.15 0.126
H -27.082 13.112 11.452 -0.15 0.06 0.48 0.123
H -26.762 11.401 11.780 -0.04 0.90 0.34 0.106
H -24.619 12.078 13.002 -0.14 0.08 -0.67 0.099
H -24.975 13.747 12.607 0.11 -0.11 -0.22 0.093
H -24.739 12.626 11.255 0.53 -0.13 -0.05 0.075
C -36.349 4.233 2.717 -0.59 -1.04 0.39 -0.119
C -36.192 5.609 3.342 -0.67 0.66 0.48 -0.244
C -37.025 5.640 4.674 1.00 0.88 -0.21 -0.168
C -36.970 6.994 5.421 0.99 0.60 -0.53 -0.124
N -37.816 7.118 6.648 0.19 0.42 0.67 -0.224
C -39.265 7.200 6.264 -0.77 -0.62 1.08 -0.100
C -39.808 8.465 6.902 -1.71 -0.58 -0.26 -0.158
C -38.662 9.422 6.889 0.45 -0.36 0.15 -0.130
C -37.568 8.465 7.377 0.14 -0.06 -0.49 -0.084
C -37.585 5.968 7.630 0.83 0.69 -0.79 -0.100
C -36.094 5.859 8.105 -1.85 -0.72 -0.55 -0.206
C -36.027 4.744 9.150 0.45 0.93 1.57 -0.097
H -37.410 4.028 2.360 1.27 0.41 0.47 0.106
H -36.122 3.460 3.498 -0.05 0.40 -0.85 0.080
H -35.679 4.112 1.863 -0.07 -0.11 0.13 0.065
H -36.614 6.312 2.616 0.14 0.30 0.24 0.111
H -35.132 5.910 3.533 -0.78 -0.42 -0.12 0.106
H -36.602 4.836 5.266 -0.11 -0.09 0.41 0.099
H -38.058 5.412 4.468 -0.42 -0.28 -0.20 0.114
H -37.298 7.806 4.737 0.18 -0.44 0.39 0.148
H -35.962 7.276 5.779 -0.26 -0.43 -0.53 0.130
H -39.792 6.369 6.737 0.12 -0.24 -0.56 0.141
H -39.299 7.130 5.208 -0.38 0.08 -1.00 0.120
H -40.076 8.129 7.906 0.10 0.57 0.34 0.126
H -40.779 8.808 6.478 0.89 -0.18 -0.06 0.153
H -38.837 10.221 7.619 0.35 0.11 -0.52 0.138
H -38.489 9.754 5.849 0.08 0.30 0.66 0.132
H -37.708 8.242 8.414 -0.36 -0.07 0.69 0.123
H -36.534 8.773 7.314 0.22 0.02 -0.60 0.125
H -37.887 5.069 7.088 0.14 0.00 0.20 0.132
H -38.334 6.164 8.386 0.21 -0.16 0.58 0.135
H -35.684 6.788 8.501 -0.23 0.03 0.03 0.109
H -35.516 5.583 7.213 0.08 0.06 0.33 0.104
H -36.311 3.770 8.825 0.12 -0.75 -0.91 0.060
H -36.741 4.864 10.019 1.00 0.51 -0.75 0.106
H -34.970 4.745 9.502 -0.87 -0.40 0.14 0.088
C -30.081 -5.644 8.375 1.03 -0.75 0.67 -0.088
C -31.094 -4.688 7.816 0.02 1.63 -0.14 -0.218
C -31.244 -3.291 8.522 0.86 -0.86 -0.82 -0.088
N -32.419 -2.549 7.958 -0.15 -0.01 -0.43 -0.285
C -32.535 -2.648 6.432 -0.13 1.20 0.12 -0.085
C -33.644 -1.743 5.879 0.63 0.52 -0.60 -0.159
C -33.421 -0.296 6.319 1.33 0.47 -0.64 -0.186
C -33.332 -0.191 7.820 -0.10 0.34 0.85 -0.185
C -32.277 -1.135 8.394 -0.44 1.30 0.40 -0.137
C -33.696 -3.062 8.492 -0.58 0.05 0.35 0.031
H -30.153 -5.769 9.456 -0.41 0.02 0.07 0.086
H -29.017 -5.414 8.244 -0.31 0.44 -0.41 0.087
H -30.206 -6.646 7.947 -0.14 0.28 0.01 0.094
H -32.065 -5.141 7.874 -0.51 -0.46 0.02 0.097
H -30.925 -4.475 6.747 0.26 -0.33 0.45 0.109
H -30.369 -2.619 8.364 -0.45 -0.73 0.15 0.146
H -31.470 -3.360 9.584 0.30 -0.19 0.10 0.141
H -31.581 -2.349 6.006 0.20 0.16 0.13 0.145
H -32.683 -3.666 6.157 -0.29 -0.74 0.09 0.119
H -33.612 -1.795 4.784 0.31 -0.07 0.13 0.131
H -34.646 -2.069 6.083 -0.46 -0.35 0.47 0.111
H -32.398 0.017 5.946 -1.02 -0.21 0.03 0.134
H -34.151 0.401 5.883 0.15 -0.32 0.20 0.121
H -32.992 0.796 8.174 -0.20 -0.11 -0.41 0.128
H -34.309 -0.319 8.295 0.04 -0.20 0.00 0.121
H -31.306 -0.759 8.097 0.32 -0.25 -0.39 0.130
H -32.278 -1.024 9.497 -0.12 -0.74 -0.51 0.157
H -33.842 -4.115 8.247 0.12 0.19 0.07 0.125
H -34.445 -2.456 7.997 -0.39 -0.35 0.35 0.088
H -33.744 -2.888 9.571 0.08 -0.17 -0.19 0.132
C -34.156 11.113 2.679 -0.03 0.58 0.74 -0.072
C -32.802 11.576 3.237 0.27 -0.11 -0.53 -0.229
C -32.947 12.001 4.695 1.48 1.03 -0.92 -0.096
N -31.731 12.885 5.180 0.17 -1.84 0.60 -0.252
C -31.665 14.252 4.479 -1.57 -2.33 -0.28 -0.099
C -30.751 15.241 5.118 0.09 0.12 0.61 -0.153
C -31.119 15.471 6.604 0.28 -1.32 -0.58 -0.140
C -31.074 14.089 7.271 -0.62 -0.44 0.49 -0.176
C -32.041 13.081 6.657 0.01 1.32 -1.08 -0.122
C -30.402 12.140 5.043 -0.38 0.03 0.63 0.033
H -34.012 10.274 2.035 -0.03 -0.64 -0.34 0.055
H -34.666 11.890 2.117 -0.07 0.15 0.07 0.083
H -34.794 10.831 3.527 -0.09 -0.18 -0.35 0.077
H -32.388 12.382 2.602 -0.30 -0.22 0.38 0.109
H -32.111 10.729 3.125 -0.05 0.25 0.38 0.083
H -32.969 11.127 5.346 -0.02 0.15 0.09 0.133
H -33.825 12.644 4.845 0.19 -0.24 -0.01 0.133
H -32.737 14.503 4.589 0.54 0.72 -0.48 0.149
H -31.459 13.944 3.433 0.03 0.86 0.57 0.132
H -30.867 16.113 4.499 0.14 0.71 -0.05 0.127
H -29.697 14.943 5.068 -0.20 -0.01 -0.17 0.127
H -32.141 15.831 6.743 0.17 0.43 -0.19 0.127
H -30.385 16.118 7.072 -0.18 0.28 0.05 0.122
H -31.464 14.155 8.284 0.44 0.20 0.40 0.120
H -30.075 13.625 7.294 -0.21 0.47 0.21 0.113
H -33.091 13.460 6.640 0.77 -0.22 0.40 0.148
H -31.989 12.123 7.156 -0.05 -0.27 -0.02 0.130
H -30.066 12.038 4.008 -0.34 0.22 0.18 0.115
H -30.428 11.164 5.535 -0.59 -0.07 -0.33 0.084
H -29.679 12.676 5.650 0.18 0.33 -0.46 0.082
C -28.496 4.134 7.668 0.18 1.57 1.38 -0.074
C -26.985 4.289 7.596 0.67 0.25 0.45 -0.221
C -26.610 5.645 7.039 -0.43 -0.62 1.83 -0.147
N -25.226 6.117 7.348 -0.30 0.37 -2.58 -0.281
C -25.080 7.356 6.470 0.51 1.45 0.97 -0.102
C -25.945 8.521 6.952 0.21 -0.04 0.91 -0.149
C -25.727 8.731 8.470 0.10 2.10 -0.28 -0.189
C -25.935 7.508 9.308 0.07 -0.14 0.63 -0.171
C -25.020 6.435 8.761 1.21 -0.74 1.54 -0.121
C -24.229 5.131 6.837 1.10 0.30 -0.39 0.028
H -28.684 3.204 8.167 -0.56 -0.55 -0.04 0.070
H -29.056 4.285 6.757 0.13 -0.34 -0.43 0.069
H -28.869 4.963 8.343 0.23 -0.94 -0.54 0.096
H -26.478 3.590 6.985 0.06 -1.26 -0.78 0.096
H -26.535 4.096 8.593 -0.45 0.42 -0.33 0.127
H -27.257 6.331 7.531 -0.58 0.85 -0.06 0.102
H -26.764 5.678 5.987 -0.01 0.09 -0.85 0.140
H -25.387 7.145 5.458 0.49 -0.58 -0.31 0.133
H -24.031 7.690 6.567 -0.37 -0.45 -0.36 0.150
H -26.986 8.394 6.637 0.04 0.05 0.34 0.114
H -25.575 9.445 6.510 -0.03 -0.19 -0.47 0.126
H -26.325 9.607 8.807 0.04 -0.71 -0.15 0.115
H -24.681 9.126 8.588 -0.66 -0.63 -0.01 0.140
H -26.978 7.192 9.361 -0.07 -0.06 -0.33 0.106
H -25.694 7.680 10.374 0.26 -0.04 -0.54 0.140
H -25.127 5.478 9.280 -0.03 0.21 0.12 0.134
H -23.943 6.725 8.907 -0.95 -0.13 -0.36 0.172
H -24.551 4.771 5.837 0.29 0.40 0.62 0.131
H -24.112 4.279 7.502 -0.21 0.08 0.13 0.115
H -23.249 5.676 6.780 -0.87 -0.72 -0.09 0.133
N -31.057 8.147 4.472 1.09 1.46 5.03 -0.313
S -30.960 7.856 6.032 -1.24 0.12 -1.79 0.518
O -30.358 8.970 6.663 0.32 0.89 0.38 -0.299
O -30.550 6.561 6.440 -0.18 -0.50 -0.14 -0.270
F -32.535 7.978 6.457 1.12 -0.27 -0.34 -0.213
S -31.366 7.471 3.193 -1.96 -1.87 -2.26 0.452
O -30.357 6.590 2.686 -0.44 0.36 0.01 -0.285
O -32.012 8.438 2.359 0.47 -0.13 -0.95 -0.306
F -32.633 6.498 3.554 0.91 0.17 -0.01 -0.219
```
Positions in Å, forces in eV/Å.

Values from the calculation:
- total charge = +6
- relative energy (zero: lowest compared OMol25 entry of this formula, charge and spin) (eV) = 0.000
- LUMO (eV) = -8.82